Computed, not measured: a 3-piece molecular cluster, C15H38FO10P3 overall in a non-equilibrium geometry, with ωB97M-V/def2-TZVPD.

```
67
Properties=species:S:1:pos:R:3:forces:R:3
O -4.195 -3.123 -5.720 -0.270 -0.096 0.250
O -3.468 -1.922 -5.494 0.228 0.266 -0.458
C -4.357 -0.797 -5.466 -0.554 0.091 0.596
P -5.827 -1.026 -6.568 0.317 -0.763 -1.231
C -7.203 -1.705 -5.543 0.140 0.633 0.389
C -7.765 -0.855 -4.415 -0.390 -0.337 0.142
F -6.754 -0.276 -3.648 -0.110 -0.015 -0.119
H -4.412 -3.412 -4.819 0.149 0.012 -0.040
H -4.630 -0.615 -4.425 -0.030 0.092 -0.075
H -3.801 0.065 -5.840 0.142 -0.136 -0.011
H -6.218 0.301 -6.847 -0.022 0.146 0.655
H -6.845 -2.654 -5.138 0.017 -0.022 -0.143
H -8.009 -1.929 -6.246 -0.001 -0.068 0.070
H -8.428 -0.064 -4.774 0.266 0.112 -0.081
H -8.352 -1.483 -3.737 0.044 0.081 0.000
O 0.456 1.001 -3.151 0.447 0.229 -1.425
P 1.125 -0.296 -3.069 -0.369 -0.815 3.188
O 0.133 -1.537 -3.144 0.067 0.015 -0.607
C -0.751 -1.673 -4.274 -0.093 -0.087 -0.187
C -0.036 -2.167 -5.515 0.171 0.079 0.012
O 1.652 -0.541 -1.571 0.212 -0.107 -0.333
C 1.640 0.500 -0.588 0.018 0.210 0.315
C 0.466 0.346 0.351 -0.138 -0.173 -0.010
O 2.402 -0.700 -3.889 -0.173 0.637 -0.860
C 3.450 -1.565 -3.421 0.392 -0.159 -0.136
C 2.997 -2.975 -3.124 -0.178 -0.008 0.119
H -1.246 -0.720 -4.465 0.027 0.027 0.089
H -1.513 -2.388 -3.975 0.039 0.018 0.137
H 0.680 -1.430 -5.882 -0.030 0.018 -0.014
H -0.762 -2.365 -6.304 -0.035 -0.008 0.034
H 0.518 -3.082 -5.302 -0.083 -0.048 -0.011
H 1.635 1.480 -1.065 -0.092 -0.065 -0.133
H 2.577 0.410 -0.035 0.003 -0.047 -0.040
H -0.469 0.276 -0.207 0.035 0.121 -0.070
H 0.409 1.189 1.038 0.056 -0.029 0.035
H 0.563 -0.569 0.938 0.025 0.029 0.027
H 3.942 -1.112 -2.561 -0.200 0.062 0.099
H 4.178 -1.576 -4.231 -0.093 0.069 -0.080
H 2.345 -3.013 -2.252 -0.005 0.033 0.003
H 3.874 -3.593 -2.924 0.011 0.006 -0.022
H 2.455 -3.398 -3.970 0.066 -0.004 -0.035
O 1.486 1.418 3.679 -1.347 0.728 -0.073
P 1.705 1.716 5.093 2.869 -1.748 0.741
O 2.801 2.845 5.349 -0.505 0.470 -0.037
C 2.637 4.143 4.752 0.015 0.250 -0.144
C 1.599 4.988 5.465 -0.105 -0.147 0.076
O 2.524 0.510 5.773 -0.374 0.142 0.179
C 2.738 -0.726 5.088 0.098 -0.319 -0.097
C 4.133 -0.779 4.504 0.109 0.138 0.076
O 0.573 1.940 6.153 -0.738 0.379 -0.679
C 0.643 1.560 7.540 -0.261 -0.002 0.385
C 1.730 2.264 8.318 0.196 0.000 -0.115
H 2.385 4.026 3.696 0.001 -0.066 0.012
H 3.614 4.619 4.809 0.038 -0.092 0.048
H 0.599 4.567 5.352 0.001 0.018 -0.036
H 1.593 5.998 5.054 0.029 -0.003 -0.011
H 1.814 5.042 6.532 0.062 0.070 -0.021
H 1.985 -0.875 4.315 -0.005 0.157 -0.025
H 2.608 -1.516 5.831 -0.008 0.051 0.031
H 4.320 0.096 3.881 -0.083 -0.042 -0.081
H 4.263 -1.678 3.899 -0.020 -0.007 0.012
H 4.881 -0.783 5.298 -0.007 -0.017 -0.003
H 0.730 0.477 7.618 0.159 -0.013 -0.175
H -0.332 1.827 7.945 -0.031 0.067 -0.128
H 2.722 1.941 8.005 -0.009 -0.017 -0.025
H 1.610 2.032 9.377 -0.024 0.008 0.001
H 1.668 3.344 8.186 -0.064 -0.003 0.048
```
Forces are in eV/Å.

Computed properties:
Calculated total energy (hartree): -2470.72763
Structure (SMILES): CCOP(=O)(OCC)OCC.CCOP(=O)(OCC)OCC.OOCPCCF
HOMO-LUMO gap (eV): 9.34

Mulliken atomic charge list, values in e, 6 entries: -0.38, -0.15, -0.49, -0.03, -0.53, -0.32